14 unconnected molecules or ions with the total composition C74H190N14O23, computed with wB97M-V/def2-TZVPD.

XYZ file:
```
301
Properties=species:S:1:pos:R:3
C -7.9348 2.7578 -1.1256
C -7.0813 2.5215 -2.3619
C -5.9144 1.5582 -2.0979
O -4.9177 1.4343 -3.0950
C -3.8490 0.6024 -2.6910
N -7.9714 2.0983 -3.3753
H -8.4137 1.8343 -0.8001
H -8.6697 3.5410 -1.3117
H -7.3892 3.0562 -0.2305
H -6.6860 3.4788 -2.7017
H -6.2889 0.5468 -1.9399
H -5.4028 1.9008 -1.1985
H -3.0514 0.5969 -3.4339
H -4.1671 -0.4329 -2.5681
H -3.3302 1.0425 -1.8395
H -7.3897 1.4981 -3.9423
H -8.6343 1.3995 -3.0713
C 3.5238 2.9102 -0.1750
C 3.3461 4.2169 0.6045
C 4.0467 5.4589 -0.0281
O 3.7654 6.6111 0.7360
C 4.4487 7.7956 0.2325
N 1.8830 4.3834 0.6278
H 2.9267 2.1765 0.3665
H 4.5164 2.4624 -0.1276
H 3.0667 2.8068 -1.1591
H 3.8060 3.9929 1.5669
H 3.7264 5.6834 -1.0455
H 5.1179 5.2575 -0.0398
H 5.5199 7.6850 0.0638
H 4.4637 8.6332 0.9299
H 3.9731 8.2055 -0.6585
H 1.7181 5.2616 1.0986
H 1.6668 4.6792 -0.3134
C -6.4522 -6.2069 -0.6853
C -6.1728 -5.7137 0.7466
C -5.4401 -4.3377 0.8287
O -5.4333 -3.7824 2.1497
C -4.3467 -2.8963 2.3899
N -7.4017 -5.4980 1.4477
H -5.5179 -6.5096 -1.1581
H -6.9670 -5.4742 -1.3068
H -7.0399 -7.1247 -0.7007
H -5.5906 -6.4294 1.3270
H -5.7951 -3.5827 0.1272
H -4.4087 -4.5775 0.5702
H -4.4624 -2.1544 1.5998
H -3.3904 -3.3798 2.1906
H -4.3628 -2.3205 3.3153
H -7.2184 -4.9238 2.2581
H -7.9903 -4.7991 1.0174
C 3.2539 -5.0055 -4.3941
C 3.9153 -3.6122 -4.4264
C 2.9657 -2.4122 -4.2352
O 2.0691 -2.2317 -5.3572
C 2.7125 -1.6500 -6.5212
N 4.8264 -3.5969 -3.3430
H 2.7106 -5.2563 -3.4830
H 4.0143 -5.7815 -4.4813
H 2.5340 -5.1259 -5.2036
H 4.3845 -3.4679 -5.3997
H 3.5077 -1.4671 -4.2011
H 2.3288 -2.4591 -3.3519
H 1.9553 -1.2145 -7.1733
H 3.2306 -2.4708 -7.0172
H 3.4024 -0.8532 -6.2432
H 4.4351 -3.9125 -2.4670
H 5.1667 -2.6599 -3.1805
C 0.9245 0.5787 -2.0868
C -0.2758 1.2585 -1.4493
C -0.7769 0.4689 -0.1613
O -1.6065 -0.6007 -0.5957
C -1.8614 -1.4391 0.4892
N 0.0287 2.6361 -1.1732
H 1.2605 1.0403 -3.0154
H 0.6615 -0.4507 -2.3304
H 1.8254 0.5637 -1.4734
H -1.0702 1.2793 -2.1954
H -1.3606 1.1059 0.5033
H 0.1158 0.2226 0.4135
H -0.9239 -1.9943 0.5198
H -2.5938 -2.1894 0.1914
H -2.1130 -0.9289 1.4190
H -0.7438 3.1428 -0.7651
H 0.8231 2.6482 -0.5496
C 6.3348 0.5093 4.8134
O 5.1933 -0.2107 4.3650
C 5.3567 -0.7566 3.1063
C 3.9174 -1.0824 2.5367
N 3.9744 -1.9891 1.3904
C 2.6055 -2.3104 0.9292
C 2.6495 -2.6511 -0.5805
O 3.3757 -3.8332 -0.8665
C 2.6050 -5.0914 -0.7974
H 6.7594 1.2581 4.1447
H 7.0895 -0.2278 5.0875
H 6.0013 1.0938 5.6708
H 5.8814 -1.7075 3.1984
H 5.9499 -0.1961 2.3837
H 3.4609 -0.1242 2.2882
H 3.3610 -1.4844 3.3834
H 4.2645 -2.8885 1.7468
H 1.8916 -1.5028 1.0907
H 2.2295 -3.2167 1.4038
H 3.1478 -1.7898 -1.0255
H 1.6670 -2.6648 -1.0523
H 2.2107 -5.1367 0.2178
H 3.2502 -5.9300 -1.0592
H 1.7083 -5.0177 -1.4127
C -0.2303 -4.8366 2.3069
O -1.5721 -5.2752 2.3906
C -2.0522 -5.3311 3.7346
C -3.3191 -6.2390 3.8913
N -3.1880 -7.5876 3.3903
C -2.3764 -8.4586 4.1630
C -2.1351 -9.7957 3.4819
O -1.2871 -9.5721 2.3283
C -1.2001 -10.6378 1.4064
H -0.2210 -3.7513 2.4080
H 0.1084 -5.1542 1.3208
H 0.5147 -5.1669 3.0308
H -2.4095 -4.3439 4.0277
H -1.2372 -5.6687 4.3749
H -4.1708 -5.8830 3.3115
H -3.6361 -6.3138 4.9315
H -2.9242 -7.5769 2.4154
H -2.7971 -8.5971 5.1590
H -1.3818 -8.0203 4.2450
H -3.0402 -10.3591 3.2547
H -1.4854 -10.3923 4.1222
H -0.6438 -11.4275 1.9115
H -0.7839 -10.3636 0.4371
H -2.2146 -10.9500 1.1586
C 4.0959 4.2756 -5.7386
O 2.9903 4.0813 -4.8353
C 2.8237 5.1216 -3.8759
C 1.3302 5.0568 -3.3628
N 0.9779 5.7508 -2.0666
C 1.3425 7.2193 -2.1159
C 0.5685 7.8769 -0.9614
O 0.6639 9.3193 -1.0194
C 0.0901 10.0246 0.0596
H 3.9535 5.0963 -6.4417
H 4.2656 3.3013 -6.1970
H 4.9060 4.5864 -5.0790
H 3.0091 6.1070 -4.3034
H 3.5499 4.9673 -3.0778
H 1.1112 3.9919 -3.2846
H 0.6822 5.4029 -4.1681
H -0.0264 5.6437 -2.0632
H 1.1313 7.5699 -3.1261
H 2.4260 7.1766 -2.0042
H 0.9828 7.5216 -0.0179
H -0.4721 7.5686 -1.0625
H -0.9573 9.7492 0.1829
H 0.2223 11.1046 -0.0049
H 0.7082 9.8002 0.9290
C -1.2362 2.2522 6.6187
O -2.5737 1.6424 6.5977
C -2.9238 0.9181 5.4385
C -2.0198 -0.3308 5.1935
N -1.0484 -0.1225 4.1428
C -0.3501 -1.3336 3.7913
C 0.3502 -2.1143 4.8308
O 1.3511 -2.8340 4.2068
C 2.1862 -3.5439 5.1085
H -1.2295 2.7351 7.5959
H -1.1328 2.8664 5.7242
H -0.4782 1.4690 6.6294
H -2.9899 1.5093 4.5252
H -3.9122 0.5011 5.6317
H -2.7096 -1.0672 4.7811
H -1.6446 -0.6832 6.1543
H -0.3943 0.5785 4.4602
H 0.5329 -0.9699 3.2660
H -0.9226 -1.9203 3.0729
H -0.3842 -2.7300 5.3500
H 0.7615 -1.4745 5.6116
H 2.9944 -4.0731 4.6037
H 1.6786 -4.2642 5.7501
H 2.6739 -2.7876 5.7235
C -5.1362 7.6670 -1.8282
O -5.6626 6.8219 -0.8185
C -5.5832 7.3981 0.4806
C -6.3462 6.3973 1.4653
N -5.4818 5.2717 1.6939
C -5.9031 4.5008 2.8433
C -5.1115 3.1233 2.8561
O -5.2173 2.2957 1.6991
C -4.1410 1.3879 1.4550
H -5.8102 8.4940 -2.0519
H -5.0978 7.0330 -2.7140
H -4.1009 7.9827 -1.6990
H -6.0438 8.3859 0.4946
H -4.5559 7.6239 0.7667
H -7.2590 6.0487 0.9823
H -6.5501 6.8248 2.4470
H -5.3670 4.7471 0.8385
H -6.9733 4.2961 2.8159
H -5.6681 5.0854 3.7328
H -5.5021 2.5871 3.7210
H -4.0957 3.4859 3.0131
H -4.3140 0.7967 0.5557
H -4.1235 0.6330 2.2411
H -3.1222 1.7728 1.4978
C -2.1553 -1.1493 -7.6887
O -2.4800 -1.9869 -6.5268
C -1.6586 -1.8016 -5.3872
C -2.2520 -2.3696 -4.0724
N -2.4119 -3.8327 -4.0623
C -1.0854 -4.4431 -3.7212
C -1.1930 -5.9516 -4.0435
O -1.1907 -6.2015 -5.4720
C -0.8517 -7.5547 -5.7736
H -2.7792 -1.5462 -8.4895
H -1.1138 -1.1140 -8.0084
H -2.4913 -0.1569 -7.3880
H -1.3880 -0.7537 -5.2577
H -0.7389 -2.3188 -5.6603
H -3.2650 -1.9815 -3.9661
H -1.6947 -2.0631 -3.1872
H -2.7210 -4.2214 -4.9418
H -0.8569 -4.2118 -2.6808
H -0.3188 -4.0130 -4.3657
H -2.0404 -6.3813 -3.5093
H -0.3694 -6.5213 -3.6129
H 0.1684 -7.8066 -5.4838
H -0.8712 -7.6665 -6.8577
H -1.5852 -8.1816 -5.2666
C 0.3203 1.8073 -6.9835
O -0.9058 2.2738 -6.3574
C -0.6817 2.8442 -5.0612
C -1.9722 3.4912 -4.5278
N -1.7310 4.1260 -3.2946
C -2.9810 4.5138 -2.6416
C -2.6683 5.0835 -1.1673
O -2.1994 4.1234 -0.2067
C -1.7322 4.6123 1.0126
H 0.2882 1.9323 -8.0658
H 0.4742 0.7956 -6.6082
H 1.2434 2.3185 -6.7101
H 0.1067 3.5807 -5.2167
H -0.2901 2.0926 -4.3758
H -2.7558 2.7532 -4.3560
H -2.3429 4.1839 -5.2834
H -1.3140 3.5243 -2.5988
H -3.5990 3.6306 -2.4801
H -3.5072 5.1245 -3.3752
H -3.5700 5.5313 -0.7494
H -1.8625 5.8137 -1.2418
H -1.2344 3.8052 1.5500
H -2.4760 5.0311 1.6905
H -0.9037 5.3088 0.8838
C 8.1836 -4.7365 -4.1974
O 8.6459 -3.5851 -3.4100
C 8.1530 -3.7741 -2.0787
C 8.6746 -2.4935 -1.3435
N 7.8613 -1.2632 -1.6815
C 6.5633 -1.1323 -0.9324
C 5.6381 0.0126 -1.4272
O 5.1994 -0.2239 -2.8153
C 4.4098 0.8782 -3.3160
H 8.5769 -4.7048 -5.2135
H 7.1141 -4.6328 -4.3806
H 8.4582 -5.6903 -3.7468
H 8.6478 -4.6540 -1.6676
H 7.0643 -3.7766 -2.0252
H 9.7106 -2.3908 -1.6663
H 8.6209 -2.6198 -0.2621
H 7.5503 -1.5131 -2.6093
H 6.8226 -0.8632 0.0916
H 6.0646 -2.1014 -0.9451
H 6.2031 0.9334 -1.2820
H 4.8316 0.0974 -0.6989
H 4.3130 0.7251 -4.3908
H 4.8161 1.8874 -3.2483
H 3.4089 0.9426 -2.8894
C 0.7192 2.6179 3.4053
O 1.0932 1.7816 4.4709
C 2.2967 2.1545 5.0983
C 2.5237 1.4851 6.5115
N 3.0843 0.1195 6.5146
C 3.5585 -0.4641 7.8047
C 2.4808 -0.5920 8.8797
O 2.3235 0.5944 9.5919
C 1.2490 0.6532 10.5171
H 0.0404 2.0770 2.7459
H 1.5827 2.8795 2.7937
H 0.1754 3.5070 3.7244
H 2.2861 3.2441 5.1268
H 3.1542 1.8649 4.4909
H 1.6764 1.5149 7.1965
H 3.3005 2.0879 6.9818
H 3.7405 0.0166 5.7537
H 4.4057 0.0886 8.2106
H 3.9537 -1.4496 7.5584
H 2.7873 -1.3791 9.5685
H 1.5417 -0.8205 8.3758
H 1.3989 1.4360 11.2606
H 1.2372 -0.2555 11.1190
H 0.3459 0.7897 9.9221
```

Properties
Frontier orbital gap = 8.66 eV
Max |F| = 2.77 eV/Å
E = -147754.110 eV
Spin multiplicity = 1
E_LUMO = 0.36 eV
Relative energy (zero: lowest compared OMol25 entry of this formula, charge and spin) = 1.559 eV

=====

A gas-phase ion, C3H4N2O5P (charge -1), computed with wB97M-V/def2-TZVPD.

XYZ file:
```
15
Properties=species:S:1:pos:R:3
C -0.0377 0.7642 -0.0635
C -1.0922 0.0725 0.7184
C 0.9084 -0.2809 -0.7459
N -1.7222 1.0871 2.5490
N -1.6615 0.0558 1.8531
O -1.9937 -3.6763 1.8082
O -2.1146 -1.0620 2.2985
O -0.0211 1.9800 -0.0758
O 0.1745 -2.2375 2.0745
O -1.3871 -1.8923 0.0673
P -1.2105 -2.4494 1.5461
H 0.2753 -0.9195 -1.1883
H 1.3066 -0.9347 -0.0098
H 1.6829 0.1380 -1.4428
H -2.4105 1.1912 3.2787
```

Properties
Frontier orbital gap (spin up / spin down) = 8.23 / 8.23 eV
Max |F| = 5.92 eV/Å
E = -25680.557 eV
Charge = -1
Spin multiplicity = 1
E_LUMO (spin up / spin down) = 2.83 / 2.83 eV
Relative energy (zero: lowest compared OMol25 entry of this formula, charge and spin) = 3.041 eV

=====

A single C6H5N3OS molecule, computed with wB97M-V/def2-TZVPD.

XYZ file:
```
16
Properties=species:S:1:pos:R:3
C 2.8867 0.1285 0.0778
C 0.5712 0.3126 -0.0929
C -0.7506 0.0355 -0.0490
C -1.5025 -1.0869 -0.2240
C -2.9017 -0.8532 -0.0150
C -2.8733 0.4907 0.1960
H 3.2523 2.1010 -0.2072
H 1.5967 -1.6008 0.1033
H -1.0083 -2.1768 -0.2527
H -3.4785 -1.5907 -0.1505
H -3.6601 1.2668 0.5364
N 2.4242 1.4053 -0.1238
N 1.0812 1.6233 -0.1850
N 1.6431 -0.5575 0.0537
O -1.6740 1.0150 0.2163
S 4.3936 -0.5127 0.1164
```

Properties
SMILES = S=c1[nH]nc(-c2ccco2)[nH]1
Frontier orbital gap = 7.97 eV
Max |F| = 8.68 eV/Å
E = -23653.516 eV
Spin multiplicity = 1
E_LUMO = 0.13 eV
Relative energy (zero: lowest compared OMol25 entry of this formula, charge and spin) = 1.394 eV

=====

Q: Which formula does entry 3 have?
A: C6H5N3OS